Record 1
Density functional theory data (the ωB97M-V functional and the def2-TZVPD basis) for C15H14F2NO7S as an isolated structure in a non-equilibrium geometry.

```
40
C15H14F2NO7S, DFT the ωB97M-V functional and the def2-TZVPD basis
C 1.4671 -2.1675 1.6455
O 1.2694 -1.4488 0.3935
C 1.7501 -0.1327 0.3059
C 3.2858 0.0527 0.5876
O 4.0900 0.2718 -0.3240
O 3.6139 0.0061 1.8596
C 4.9624 0.4585 2.1570
C 1.0217 0.8191 1.3475
O 1.0704 2.0679 1.2536
O 0.4419 0.1914 2.3932
C -0.3556 0.9674 3.3233
H 1.7682 -3.1919 1.3629
H 2.2680 -1.6831 2.2108
H 0.5348 -2.1810 2.2168
H 5.4243 -0.3954 2.6608
H 5.4797 0.7281 1.2451
H 4.8283 1.3114 2.8203
H -1.2959 0.4053 3.4422
H 0.1836 1.0167 4.2770
H -0.5513 1.9662 2.9326
F 2.3532 2.4021 -2.5165
C 1.4039 2.0525 -1.5466
F 0.1608 1.9572 -2.1649
S 1.9785 0.3943 -1.3112
N -0.6347 -0.5098 -1.1902
C -1.0073 -0.6708 -2.5161
O -0.3242 -0.7931 -3.5142
C -2.5363 -0.7036 -2.5424
C -2.9345 -0.3896 -1.2725
C -4.2621 -0.3032 -0.8554
C -5.2522 -0.5961 -1.8079
C -4.8770 -0.9453 -3.1343
C -3.5055 -0.9930 -3.5288
C -1.7186 -0.1171 -0.4526
O -1.8015 0.3784 0.6732
H 1.3313 2.7730 -0.7020
H -4.4512 -0.0207 0.1819
H -6.3116 -0.5498 -1.5156
H -5.6617 -1.1774 -3.8579
H -3.2063 -1.2500 -4.5372
```

The lowest unoccupied orbital energy is 2.69 eV. The calculation puts the gap between HOMO and LUMO at 6.471 eV. The total charge is -1. As for the spin multiplicity: 1. Its HOMO energy is -3.78 eV.

Need the Mulliken charges? In units of e they are:
1 C -0.7752
2 O -0.3732
3 C 2.1238
4 C -0.3086
5 O -0.5941
6 O -0.2415
7 C -0.8087
8 C 0.3630
9 O -0.7556
10 O -0.1311
11 C -0.8015
12 H 0.2378
13 H 0.3591
14 H 0.2113
15 H 0.2454
16 H 0.3656
17 H 0.2561
18 H 0.2442
19 H 0.2772
20 H 0.3129
21 F -0.2817
22 C 0.4667
23 F -0.2538
24 S -0.3933
25 N 0.2414
26 C -0.1568
27 O -0.7099
28 C 0.1277
29 C 0.4499
30 C -0.3884
31 C -0.4636
32 C -0.3565
33 C -0.4631
34 C -0.0554
35 O -0.7536
36 H 0.2289
37 H 0.4095
38 H 0.3472
39 H 0.3448
40 H 0.4532

---

Record 2
Density functional theory data (the ωB97M-V functional and the def2-TZVPD basis) for C15H14F3NO9PZr as an isolated structure in a non-equilibrium geometry.

```
44
C15H14F3NO9PZr, DFT the ωB97M-V functional and the def2-TZVPD basis
C -1.8909 3.1169 -0.1208
C -0.4636 3.7706 -0.5727
C 0.7823 2.8073 -0.2913
O 1.1558 1.9186 -1.4050
C 0.6026 0.6349 -1.1061
C 1.3015 -0.3867 -0.1268
C 2.7102 0.0203 0.5220
C 2.5458 0.8498 1.8716
O 3.8886 1.1035 2.3862
C 1.7656 0.0592 3.0072
F 2.5318 -1.0318 3.4480
F 1.6636 0.9390 4.1322
F 0.4026 -0.2605 2.5952
C 0.5620 -1.7766 0.1624
C 1.3062 -2.7593 1.1563
O 2.3319 -3.3576 0.7077
O 0.9467 -3.0226 2.4539
C -0.8279 -2.1592 -0.5414
P -1.7235 -3.8043 -0.2717
O -3.2484 -3.7312 -0.3911
O -1.3908 -4.3824 1.3218
O -1.1370 -5.0064 -1.3434
C -1.4032 -1.0952 -1.5114
C -0.7675 0.3021 -1.8208
C -1.6629 1.1443 -2.8519
O -1.5222 2.3222 -3.2207
N -2.7008 0.1666 -3.2898
C -2.7064 -1.0646 -2.4406
O -3.6471 -1.8600 -2.5984
H -2.6818 3.1631 -0.9537
H -2.3503 3.6763 0.7772
H -1.7623 1.9951 0.1998
H -0.3343 4.6949 0.1141
H -0.4561 4.1414 -1.6521
H 0.4664 2.1077 0.5896
H 1.7327 3.3421 0.0654
H 3.2603 0.7041 -0.2327
H 3.3697 -0.9074 0.6376
H 2.0704 1.8812 1.7585
H 4.5204 0.5734 1.8299
H -1.7226 -3.6333 1.8871
H -1.8654 -5.2539 -1.9799
H -2.3005 -0.1462 -4.2066
Zr -1.3514 0.2047 1.3052
```

The lowest unoccupied orbital energy is -15.70 eV. The calculation puts the gap between HOMO and LUMO at 3.966 eV. The total charge is +3. As for the spin multiplicity: 1. Its HOMO energy is -19.67 eV.

Need the Mulliken charges? In units of e they are:
1 C -0.0264
2 C -0.7238
3 C 0.2452
4 O -0.3890
5 C 0.1755
6 C 0.5710
7 C -1.3934
8 C 0.3318
9 O -0.4888
10 C 0.4914
11 F -0.1708
12 F -0.2254
13 F -0.1485
14 C 0.5665
15 C 0.0669
16 O -0.3403
17 O -0.3825
18 C 1.0013
19 P 0.7779
20 O -0.5560
21 O -0.4105
22 O -0.5126
23 C -0.1421
24 C 0.4832
25 C -0.0680
26 O -0.3677
27 N -0.2643
28 C -0.0319
29 O -0.3292
30 H 0.2946
31 H 0.3703
32 H -0.6450
33 H 0.4355
34 H 0.3654
35 H -0.5031
36 H 0.4705
37 H 0.4554
38 H 0.7543
39 H -0.0021
40 H 0.4266
41 H 0.3392
42 H 0.3915
43 H 0.3898
44 Zr 1.7176

---

Record 3
Density functional theory data (the ωB97M-V functional and the def2-TZVPD basis) for a 2-piece molecular cluster, C15H14F6N2O5S overall in a non-equilibrium geometry.

```
43
C15H14F6N2O5S, DFT the ωB97M-V functional and the def2-TZVPD basis
O 2.2930 -2.0399 4.3202
C 2.5211 -1.5132 3.2066
O 2.5105 -2.3569 2.0299
C 2.7713 0.0978 3.0783
F 2.7219 0.5878 4.4256
F 3.9663 0.4232 2.3906
C 1.4301 0.6785 2.3577
F 0.3374 0.0985 3.1020
F 1.4866 0.2016 1.0039
C 1.3707 2.2793 2.2823
F 2.5283 2.7715 1.5702
F 1.3212 2.9343 3.5439
C 0.0908 2.8238 1.4166
O 0.2576 3.7744 0.6130
C -1.3830 2.1555 1.5533
C -1.6094 0.9028 0.6295
C -2.9723 0.1023 0.6708
C -4.0573 0.6005 1.6567
C -3.7940 1.8719 2.5476
N -4.6899 2.4794 3.5307
S -3.8741 3.8161 4.2485
N -2.3296 3.8441 3.4691
C -2.4500 2.7115 2.5581
H 1.6032 -2.2826 1.6242
H -0.7716 0.5467 -0.0768
H -3.0677 -0.8184 -0.0043
H -5.0349 0.0089 1.7014
C -0.8345 -2.8055 -2.9506
O -0.5853 -1.4123 -2.8120
C 0.7522 -1.1365 -2.3973
C 1.6309 -0.7278 -3.5767
O 1.7966 -1.8024 -4.5002
C 0.9328 -1.6869 -5.6246
H -1.7499 -2.9316 -3.5313
H -0.0225 -3.3194 -3.4691
H -0.9795 -3.2530 -1.9620
H 1.1794 -1.9962 -1.8690
H 0.7018 -0.2997 -1.6922
H 2.6270 -0.4755 -3.2001
H 1.2285 0.1581 -4.0789
H 1.3364 -0.9506 -6.3261
H -0.0812 -1.4015 -5.3380
H 0.8908 -2.6584 -6.1214
```

The lowest unoccupied orbital energy is -1.88 eV. The calculation puts the gap between HOMO and LUMO at 7.410 eV. The total charge is 0. As for the spin multiplicity: 1. Its HOMO energy is -9.29 eV.

Need the Mulliken charges? In units of e they are:
1 O -0.4459
2 C 0.2294
3 O -0.4517
4 C 0.9642
5 F -0.2518
6 F -0.2412
7 C 0.2192
8 F -0.2798
9 F -0.1738
10 C 1.0310
11 F -0.2723
12 F -0.2652
13 C -0.2898
14 O -0.4930
15 C 0.5941
16 C -0.2058
17 C -0.4826
18 C -0.6831
19 C 0.4628
20 N -0.5258
21 S 0.2252
22 N -0.5604
23 C 0.6041
24 H 0.3515
25 H 0.2746
26 H 0.3616
27 H 0.3224
28 C -0.8097
29 O -0.3963
30 C 0.1682
31 C -0.7073
32 O -0.3762
33 C -0.7012
34 H 0.2485
35 H 0.3909
36 H 0.3235
37 H 0.2681
38 H -0.0454
39 H 0.3741
40 H 0.3785
41 H 0.3225
42 H 0.2993
43 H 0.2448

---

Record 4
Density functional theory data (the ωB97M-V functional and the def2-TZVPD basis) for one molecule with the formula C15H14N4O2 in a non-equilibrium geometry.

```
35
C15H14N4O2, DFT the ωB97M-V functional and the def2-TZVPD basis
C -1.3784 -4.4520 -1.1338
C -1.9693 -3.5104 -0.0999
O -1.2147 -2.3046 -0.1335
C -1.5735 -1.3432 0.7090
N -2.5959 -1.5519 1.5240
C -2.9699 -0.6028 2.3747
C -4.1345 -0.9224 3.2574
C -2.3185 0.6233 2.4446
C -1.2492 0.8557 1.5992
C -0.8487 -0.1299 0.7044
C 0.2649 0.1015 -0.1838
N 0.7288 -0.7504 -1.0665
O 1.7634 -0.1183 -1.6681
C 1.8618 1.0898 -1.1055
C 2.8765 2.0442 -1.5159
C 2.9373 3.2916 -0.8928
C 3.9147 4.1790 -1.3063
C 4.7851 3.7930 -2.3148
C 4.6353 2.5267 -2.8664
N 3.7095 1.6721 -2.4822
N 0.9614 1.2789 -0.1826
H -1.9317 -5.3868 -1.1427
H -0.3369 -4.6521 -0.8993
H -1.4253 -3.9961 -2.1184
H -1.9193 -3.9403 0.9074
H -3.0198 -3.2852 -0.3187
H -4.4849 -1.9288 3.0500
H -4.9440 -0.2159 3.0820
H -3.8449 -0.8493 4.3042
H -2.6455 1.3744 3.1463
H -0.7110 1.7910 1.6144
H 2.2310 3.5306 -0.1150
H 3.9972 5.1551 -0.8508
H 5.5607 4.4557 -2.6656
H 5.2885 2.1780 -3.6552
```

The lowest unoccupied orbital energy is 0.08 eV. The calculation puts the gap between HOMO and LUMO at 8.528 eV. The total charge is 0. As for the spin multiplicity: 1. Its HOMO energy is -8.45 eV.

Need the Mulliken charges? In units of e they are:
1 C -1.2540
2 C -0.2522
3 O -0.2872
4 C 0.2756
5 N -0.4483
6 C 0.4507
7 C -1.2501
8 C -0.7211
9 C -0.5699
10 C 0.0636
11 C 0.8618
12 N -0.2107
13 O -0.2666
14 C 0.3304
15 C 0.4793
16 C -0.5389
17 C -0.3845
18 C -0.4546
19 C -0.1467
20 N -0.4348
21 N -0.4943
22 H 0.4068
23 H 0.3107
24 H 0.3112
25 H 0.3277
26 H 0.3268
27 H 0.3336
28 H 0.2980
29 H 0.3049
30 H 0.4178
31 H 0.5725
32 H 0.4629
33 H 0.4111
34 H 0.3685
35 H 0.4000

---

Record 5
Density functional theory data (the ωB97M-V functional and the def2-TZVPD basis) for one molecule with the formula C15H14N4O2S in a non-equilibrium geometry.

```
36
C15H14N4O2S, DFT the ωB97M-V functional and the def2-TZVPD basis
C -2.8292 5.2870 1.2286
C -2.4542 3.9327 0.6518
O -2.2560 2.9974 1.7188
C -1.1499 2.2695 1.7124
O -0.2553 2.3539 0.9130
C -1.1502 1.3335 2.9086
S 0.1236 0.0508 2.7418
C 0.0301 -0.4194 1.0564
C 1.1151 -0.9994 0.4400
C 1.0293 -1.3977 -0.9098
C 2.1600 -2.0193 -1.6058
C 1.9069 -2.8067 -2.7298
C 2.9456 -3.4119 -3.4092
C 4.2524 -3.2342 -2.9832
C 4.5143 -2.4413 -1.8780
C 3.4781 -1.8373 -1.1904
N -0.0779 -1.2367 -1.6146
C -1.1113 -0.6845 -1.0252
N -2.3133 -0.4149 -1.5068
C -2.9621 0.1243 -0.4787
N -2.2749 0.2257 0.6457
N -1.0859 -0.2832 0.3248
H -3.7203 5.1972 1.8442
H -2.0192 5.6761 1.8405
H -3.0252 5.9834 0.4185
H -1.5359 3.9921 0.0591
H -3.2605 3.5359 0.0268
H -2.1352 0.8879 3.0329
H -0.8786 1.8886 3.8078
H 2.0143 -1.1432 1.0130
H 0.8845 -2.9293 -3.0503
H 2.7382 -4.0233 -4.2748
H 5.0655 -3.7065 -3.5142
H 5.5327 -2.2898 -1.5516
H 3.7023 -1.2023 -0.3470
H -3.9801 0.4535 -0.5413
```

The lowest unoccupied orbital energy is -0.05 eV. The calculation puts the gap between HOMO and LUMO at 8.679 eV. The total charge is 0. As for the spin multiplicity: 1. Its HOMO energy is -8.72 eV.

Need the Mulliken charges? In units of e they are:
1 C -1.2408
2 C -0.2543
3 O -0.2858
4 C 0.5945
5 O -0.5841
6 C -0.4839
7 S -0.2042
8 C 1.0527
9 C -1.2742
10 C 0.8019
11 C 0.8321
12 C -0.3635
13 C -0.5600
14 C -0.3733
15 C -0.6779
16 C -0.5226
17 N -0.5434
18 C 0.4533
19 N -0.7321
20 C -0.2540
21 N -1.2201
22 N 0.6541
23 H 0.3067
24 H 0.3160
25 H 0.3854
26 H 0.3559
27 H 0.2939
28 H 0.3649
29 H 0.4721
30 H 0.3490
31 H 0.4433
32 H 0.3751
33 H 0.3819
34 H 0.3793
35 H 0.2906
36 H 0.4716

---

Record 6
Density functional theory data (the ωB97M-V functional and the def2-TZVPD basis) for C15H14N8O4S3Ti as an isolated structure.

```
45
C15H14N8O4S3Ti, DFT the ωB97M-V functional and the def2-TZVPD basis
Ti 0.2403 0.7329 -0.1239
O -3.0552 -1.3129 0.4724
C -2.2371 -0.4607 0.5100
O -1.0608 -0.4823 -0.1846
C -2.3042 0.7826 1.3487
C -3.4145 1.1222 2.0893
C -3.3599 2.2815 2.8535
C -2.1964 3.0388 2.8454
C -1.1304 2.6325 2.0635
N -1.1794 1.5180 1.3221
H -4.2911 0.4896 2.0499
H -4.2135 2.5905 3.4420
H -2.1144 3.9482 3.4237
H -0.2185 3.2151 2.0180
N -0.2356 -0.8596 3.0756
N 0.8581 -0.1994 3.6437
C 1.8559 0.2578 2.8908
N 2.9847 0.6191 3.4653
N 1.6283 0.3705 1.5408
N 2.6604 0.1987 0.6924
O 2.2084 0.1970 -0.4977
O 3.8057 0.0618 0.9624
H -1.0848 -0.5216 3.5142
H -0.1553 -1.8588 3.2430
H 0.9811 -0.2049 4.6495
H 3.1640 0.4178 4.4386
H 3.7506 0.9910 2.9251
S 2.7796 0.1612 -5.1428
C 1.9510 0.7527 -3.8983
S 2.1306 2.4325 -3.2829
C 0.9049 2.1427 -2.1386
N 0.3847 0.9402 -2.1986
N 0.9799 0.1459 -3.1282
C 0.4631 -1.1860 -3.2975
C -0.8962 -1.3437 -3.5179
C -1.4056 -2.6252 -3.6536
C -0.5549 -3.7200 -3.5819
C 0.8047 -3.5416 -3.3670
C 1.3274 -2.2661 -3.2153
S 0.3525 3.0116 -0.7393
H -1.5412 -0.4777 -3.5971
H -2.4626 -2.7666 -3.8319
H -0.9531 -4.7180 -3.7045
H 1.4636 -4.3978 -3.3211
H 2.3853 -2.1094 -3.0571
```

The lowest unoccupied orbital energy is -7.80 eV. The calculation puts the gap between HOMO and LUMO at 5.773 eV. The total charge is +2. As for the spin multiplicity: 1. Its HOMO energy is -13.57 eV.

Need the Mulliken charges? In units of e they are:
1 Ti 0.5588
2 O -0.4868
3 C 0.4765
4 O -0.4592
5 C 0.2454
6 C -0.6966
7 C -0.3944
8 C -0.9358
9 C -0.2811
10 N 0.7095
11 H 0.5682
12 H 0.4805
13 H 0.4628
14 H 0.5357
15 N -0.4305
16 N -0.1947
17 C 0.5575
18 N -0.3338
19 N -0.3514
20 N 1.2996
21 O -0.4990
22 O -0.5574
23 H 0.2715
24 H 0.2788
25 H 0.2066
26 H 0.2375
27 H 0.2231
28 S -0.1727
29 C 0.1266
30 S -0.0296
31 C 0.6532
32 N -0.3451
33 N 0.4727
34 C 0.3126
35 C -0.1070
36 C -0.7382
37 C -0.5065
38 C -0.7813
39 C -0.3637
40 S -0.2506
41 H 0.4749
42 H 0.4222
43 H 0.4370
44 H 0.4146
45 H 0.4898